A molecular structure, C24H22KN7O4S at a distorted geometry, computed with the ωB97M-V functional and the def2-TZVPD basis.

Last column: Löwdin charge in e.
Atoms and positions in Å:
K1 0.5191 0.5102 -0.6294  0.785
N1 8.2076 2.3462 2.9468  0.093
C1 7.0776 1.9568 2.2357  -0.321
C2 6.6760 0.6171 2.2226  -0.030
C3 5.5208 0.2385 1.5654  -0.061
C4 4.7684 1.1946 0.9024  -0.308
C5 5.1527 2.5271 0.8998  -0.055
C6 6.3022 2.9078 1.5661  -0.031
S1 3.2503 0.7571 0.1285  0.522
O1 3.0495 -0.6810 0.2186  -0.353
O2 3.2428 1.2755 -1.2290  -0.359
N2 2.0325 1.5079 0.8434  -0.282
C7 1.6852 1.1807 2.1162  -0.484
N3 2.5906 0.6422 2.9698  0.132
C8 2.2010 0.4077 4.2115  -0.137
C9 0.9204 0.6807 4.6665  -0.077
C10 0.0508 1.1813 3.7151  -0.156
N4 0.3912 1.4231 2.4530  0.105
H1 8.8756 1.6231 3.1480  0.085
H2 8.6255 3.2186 2.6743  0.085
H3 7.2757 -0.1210 2.7452  0.109
H4 5.1796 -0.7891 1.5654  0.113
H5 4.5437 3.2564 0.3772  0.119
H6 6.6117 3.9477 1.5760  0.109
H7 2.9545 -0.0218 4.8680  0.108
H8 0.6167 0.4955 5.6866  0.091
H9 -0.9842 1.3963 3.9685  0.103
O3 0.6906 3.5626 -0.2420  0.054
C11 0.1626 3.2084 -1.1648  -0.022
C12 -2.1570 -1.9724 -5.6576  -0.049
C13 -2.6391 -2.3120 -4.2698  -0.278
C14 -3.9122 -1.9669 -3.8365  -0.031
C15 -4.3615 -2.2885 -2.5619  -0.022
C16 -3.5224 -2.9527 -1.6787  -0.270
N5 -3.9062 -3.2874 -0.3571  0.134
C17 -4.9176 -2.7891 0.4294  -0.525
O4 -5.4715 -3.4744 1.2677  0.074
N6 -5.2989 -1.4674 0.2454  0.136
C18 -4.5653 -0.3374 -0.1455  -0.225
C19 -5.2459 0.8516 -0.3874  -0.007
C20 -4.5409 1.9695 -0.7914  -0.051
C21 -3.1689 1.8733 -0.9536  -0.147
N7 -2.5013 0.7492 -0.7008  0.042
C22 -3.1799 -0.3213 -0.2913  -0.082
C23 -2.2458 -3.3138 -2.1015  -0.025
C24 -1.8174 -3.0026 -3.3807  -0.040
H10 -2.8967 -1.3827 -6.1992  0.074
H11 -1.9615 -2.8796 -6.2336  0.083
H12 -1.2269 -1.4018 -5.6215  0.081
H13 -4.5794 -1.4413 -4.5104  0.113
H14 -5.3661 -2.0213 -2.2617  0.116
H15 -3.5832 -4.1782 -0.0187  0.152
H16 -6.1655 -1.2812 0.7208  0.149
H17 -6.3233 0.8893 -0.2639  0.120
H18 -5.0529 2.9021 -0.9852  0.108
H19 -2.5830 2.7204 -1.2914  0.085
H20 -2.5944 -1.2035 -0.0622  0.115
H21 -1.5862 -3.8361 -1.4162  0.118
H22 -0.8197 -3.2940 -3.6909  0.118

Properties
- Calculated total energy: -71027.385 eV
- Gap between HOMO and LUMO: 7.86 eV
- Energy above the lowest of the compared OMol25 structures with the same formula, charge and spin: 76.8 kJ/mol
- HOMO energy: -7.662 eV
- 2S+1: 1
- Total charge: 0